[1]
ORCA calculation (ωB97M-V/def2-TZVPD) on a 4-piece molecular cluster, C22H50INO12PS2 overall.

XYZ file:
```
89
C22H50INO12PS2 (ωB97M-V/def2-TZVPD)
C 1.249 2.325 2.133
S 0.591 0.866 1.249
O -0.744 1.267 0.708
O 0.381 -0.263 2.197
C 1.565 0.384 -0.232
N 0.913 -0.674 -1.034
C 1.688 -1.092 -2.000
S 3.294 -0.255 -1.960
C 3.046 -0.059 -0.117
P 4.294 1.039 0.782
O 5.360 -0.073 1.505
I 5.707 2.156 -0.912
H 2.226 2.679 1.771
H 0.524 3.145 1.972
H 1.263 2.057 3.200
H 1.524 1.265 -0.906
H -0.025 -1.028 -0.855
H 1.434 -1.849 -2.757
H 3.131 -1.088 0.287
H 4.793 -0.821 1.730
C -1.355 -0.731 4.326
O -1.788 -1.307 5.540
C -1.522 -2.700 5.595
C -1.446 -3.175 7.035
O -0.202 -2.884 7.666
C 0.032 -1.522 8.011
C -0.782 -1.048 9.200
O -2.115 -0.757 8.809
C -3.020 -0.850 9.890
H -1.887 -1.173 3.477
H -1.572 0.337 4.365
H -0.279 -0.860 4.205
H -0.578 -2.930 5.087
H -2.344 -3.218 5.084
H -1.512 -4.266 7.029
H -2.284 -2.807 7.627
H -0.097 -0.869 7.147
H 1.088 -1.479 8.291
H -0.340 -0.127 9.602
H -0.770 -1.820 9.977
H -3.018 -1.862 10.309
H -4.018 -0.635 9.512
H -2.769 -0.123 10.669
C -4.444 8.226 -1.085
O -3.367 7.335 -1.295
C -2.124 7.893 -0.896
C -1.124 6.794 -0.586
O -1.307 6.204 0.699
C -2.434 5.345 0.849
C -2.268 4.004 0.160
O -2.501 4.125 -1.237
C -1.852 3.116 -1.974
H -4.317 9.135 -1.683
H -5.359 7.723 -1.393
H -4.530 8.484 -0.024
H -2.253 8.527 -0.012
H -1.748 8.503 -1.727
H -0.131 7.249 -0.551
H -1.102 6.035 -1.369
H -3.355 5.845 0.546
H -2.510 5.160 1.924
H -2.999 3.292 0.561
H -1.259 3.625 0.348
H -0.766 3.163 -1.820
H -2.059 3.286 -3.030
H -2.226 2.127 -1.691
C -0.810 -5.995 -6.850
O 0.277 -5.184 -7.249
C 0.167 -3.859 -6.761
C 1.534 -3.202 -6.695
O 2.302 -3.592 -5.556
C 2.832 -4.918 -5.578
C 3.990 -5.092 -6.543
O 3.513 -5.215 -7.872
C 4.485 -4.836 -8.827
H -1.752 -5.605 -7.252
H -0.643 -6.996 -7.243
H -0.865 -6.057 -5.757
H -0.289 -3.854 -5.763
H -0.472 -3.298 -7.454
H 1.381 -2.125 -6.580
H 2.098 -3.348 -7.616
H 2.046 -5.652 -5.755
H 3.211 -5.092 -4.568
H 4.538 -6.008 -6.294
H 4.666 -4.233 -6.456
H 4.779 -3.790 -8.684
H 4.043 -4.937 -9.816
H 5.366 -5.483 -8.762
```

Computed properties:
charge = +1
spin multiplicity = 1
ΔE to the lowest compared entry with this formula, charge and spin = 187.8 kJ/mol
Kohn-Sham gap = 5.4 eV


[2]
ORCA calculation (ωB97M-V/def2-TZVPD) on a 2-piece molecular cluster, C3H8OS2 overall.

XYZ file:
```
14
C3H8OS2 (ωB97M-V/def2-TZVPD)
C 1.104 1.367 -1.503
S -0.672 1.688 -1.394
S -1.452 0.175 -0.238
H 1.705 1.837 -2.329
H 1.430 1.667 -0.501
H 1.275 0.291 -1.723
H -0.778 0.145 0.916
C 1.704 -0.906 2.137
C 1.100 -1.613 1.196
O 0.313 -2.710 1.436
H 2.176 0.024 1.854
H 1.623 -1.108 3.189
H 1.125 -1.255 0.170
H -0.608 -2.420 1.245
```

Computed properties:
charge = -1
spin multiplicity = 2
ΔE to the lowest compared entry with this formula, charge and spin = 123.3 kJ/mol
Kohn-Sham gap (spin up / spin down) = 3.4 / 7.8 eV
⟨S²⟩ = 0.753


[3]
ORCA calculation (ωB97M-V/def2-TZVPD) on C38H68BN2P2Pb as an isolated structure.

XYZ file:
```
112
C38H68BN2P2Pb (ωB97M-V/def2-TZVPD)
Pb 0.422 -0.922 -0.212
C -0.524 -3.734 4.492
C -0.445 -3.352 3.016
C -1.010 -4.478 2.145
C 1.033 -3.176 2.671
P -1.410 -1.803 2.398
C -0.348 -0.342 2.938
N -0.768 0.834 2.223
B -0.757 1.017 0.775
N -1.465 2.267 0.600
C -1.886 2.978 -0.581
P -1.901 1.949 -2.146
C -3.619 1.106 -2.055
C -3.641 0.039 -3.152
C -3.641 0.379 -0.708
C -4.866 1.981 -2.146
C -1.980 3.396 -3.421
C -2.159 2.779 -4.812
C -0.572 4.010 -3.370
C -3.013 4.507 -3.228
C -1.751 2.821 1.825
C -2.343 4.026 2.161
C -2.496 4.344 3.505
C -2.042 3.489 4.494
C -1.440 2.280 4.171
C -1.309 1.930 2.837
C -2.962 -1.578 3.535
C -2.709 -1.194 4.992
C -3.726 -0.445 2.847
C -3.845 -2.827 3.487
H 0.086 -4.624 4.659
H -1.536 -3.968 4.811
H -0.126 -2.939 5.119
H -0.515 -5.425 2.355
H -0.855 -4.235 1.096
H -2.077 -4.607 2.309
H 1.537 -4.143 2.680
H 1.528 -2.529 3.394
H 1.154 -2.748 1.674
H 0.668 -0.594 2.630
H -0.360 -0.179 4.020
H -1.193 3.811 -0.770
H -2.885 3.404 -0.410
H -2.842 -0.675 -2.975
H -3.501 0.465 -4.139
H -4.591 -0.495 -3.139
H -2.722 -0.191 -0.571
H -4.488 -0.308 -0.675
H -3.733 1.080 0.118
H -5.018 2.385 -3.143
H -4.827 2.804 -1.435
H -5.740 1.374 -1.899
H -1.433 1.981 -4.958
H -2.005 3.528 -5.592
H -3.161 2.372 -4.938
H 0.174 3.225 -3.252
H -0.470 4.711 -2.544
H -0.363 4.549 -4.294
H -4.007 4.185 -3.528
H -2.739 5.359 -3.854
H -3.057 4.854 -2.199
H -2.661 4.730 1.402
H -2.954 5.285 3.778
H -2.138 3.764 5.536
H -1.070 1.642 4.963
H -2.306 -0.188 5.061
H -2.031 -1.880 5.491
H -3.655 -1.203 5.536
H -3.143 0.470 2.841
H -4.664 -0.242 3.364
H -3.945 -0.716 1.818
H -3.407 -3.662 4.029
H -4.024 -3.132 2.458
H -4.811 -2.605 3.947
C 0.199 -2.921 -2.671
C 1.271 -3.494 -1.959
C 2.309 -2.558 -1.880
C 1.857 -1.353 -2.473
C 0.540 -1.603 -2.994
C -0.155 -0.730 -3.990
C 2.718 -0.198 -2.890
C 3.677 -2.818 -1.328
C 1.284 -4.890 -1.415
C -1.103 -3.603 -2.965
H -0.527 0.197 -3.547
H -0.996 -1.260 -4.430
H 0.532 -0.463 -4.796
H 2.100 0.664 -3.131
H 3.312 -0.454 -3.774
H 3.404 0.095 -2.101
H 4.184 -1.891 -1.072
H 4.294 -3.345 -2.063
H 3.636 -3.436 -0.430
H 0.329 -5.137 -0.948
H 2.068 -5.004 -0.669
H 1.466 -5.621 -2.208
H -1.827 -3.448 -2.158
H -0.961 -4.678 -3.082
H -1.549 -3.226 -3.886
C 2.671 2.294 0.470
C 2.608 1.164 1.494
C 3.830 1.197 2.422
C 2.501 -0.190 0.796
H 2.662 3.274 0.954
H 1.811 2.220 -0.192
H 3.575 2.216 -0.132
H 1.726 1.342 2.118
H 4.741 1.003 1.857
H 3.736 0.421 3.183
H 3.933 2.159 2.927
H 2.763 -0.966 1.520
H 3.293 -0.224 0.047
```

Computed properties:
charge = -1
spin multiplicity = 1
ΔE to the lowest compared entry with this formula, charge and spin = 1.2 kJ/mol
Kohn-Sham gap = 5.8 eV


[4]
ORCA calculation (ωB97M-V/def2-TZVPD) on a 2-piece molecular cluster, C2HF3O overall.

XYZ file:
```
7
C2HF3O (ωB97M-V/def2-TZVPD)
C 1.379 0.287 -0.233
C -1.754 -0.177 -0.237
O 0.373 -0.130 0.236
F 2.100 1.237 0.362
F -1.973 -1.496 -0.057
F -2.223 0.427 0.869
H 2.099 -0.148 -0.940
```

Computed properties:
spin multiplicity = 3
ΔE to the lowest compared entry with this formula, charge and spin = 155.0 kJ/mol
Kohn-Sham gap (spin up / spin down) = 8.2 / 10.3 eV
⟨S²⟩ = 2.005


[5]
ORCA calculation (ωB97M-V/def2-TZVPD) on C21H12FeN4O2S5 as an isolated structure.

XYZ file:
```
45
C21H12FeN4O2S5 (ωB97M-V/def2-TZVPD)
Fe -0.306 1.254 -0.449
O -0.024 -1.786 -3.044
C 0.093 -0.848 -2.244
N -0.863 -0.148 -1.618
C -2.084 -0.714 -1.270
C -2.912 -1.498 -2.061
C -4.084 -2.021 -1.520
C -4.411 -1.786 -0.193
C -3.586 -1.020 0.623
C -2.423 -0.458 0.093
N -1.506 0.366 0.722
C -1.577 0.797 1.991
O -2.328 0.402 2.901
C -0.585 1.873 2.212
C -0.430 2.482 3.454
C 0.509 3.475 3.624
C 1.285 3.846 2.525
C 1.067 3.211 1.319
N 0.158 2.250 1.143
C 1.425 -0.466 -1.673
C 2.616 -0.744 -2.326
C 3.817 -0.425 -1.727
C 3.778 0.160 -0.461
C 2.556 0.390 0.131
N 1.381 0.086 -0.434
H -2.639 -1.684 -3.090
H -4.748 -2.613 -2.142
H -5.328 -2.202 0.214
H -3.831 -0.845 1.659
H -1.070 2.139 4.256
H 0.644 3.966 4.580
H 2.037 4.619 2.608
H 1.629 3.479 0.430
H 2.559 -1.201 -3.305
H 4.761 -0.618 -2.220
H 4.691 0.422 0.057
H 2.495 0.827 1.121
S -2.127 5.425 -6.154
C -1.702 4.564 -4.797
S -2.808 4.141 -3.532
C -1.677 3.324 -2.466
C -0.403 3.253 -2.923
S 0.866 2.501 -2.033
S -0.099 3.983 -4.486
S -2.173 2.690 -0.947
```

Computed properties:
charge = -2
spin multiplicity = 1
Kohn-Sham gap = 5.1 eV